P | C6H10N | wB97M-V/def2-TZVPD

HOMO energy   -13.643 eV
Orbital gap   7.824 eV
Net charge   +1

Structure (XYZ):
```
17
C6H10N | OMol25 | wB97M-V/def2-TZVPD
C -1.67 -0.70 -1.71
N -0.71 -0.64 -0.66
C -0.21 -1.86 -0.09
C -0.21 0.62 -0.25
C 0.75 1.33 0.68
C 1.41 2.45 1.25
C 1.74 1.11 1.81
H -1.19 -0.57 -2.69
H -2.15 -1.68 -1.69
H -2.44 0.07 -1.60
H 0.23 -2.49 -0.87
H 0.55 -1.65 0.66
H -1.03 -2.42 0.36
H -0.73 1.39 -0.83
H 1.57 3.50 1.22
H 1.37 0.86 2.80
H 2.72 0.69 1.61
```

Q | C6H10N | wB97M-V/def2-TZVPD

HOMO energy   -14.398 eV
Orbital gap   11.152 eV
Net charge   +1

Structure (XYZ):
```
17
C6H10N | OMol25 | wB97M-V/def2-TZVPD
C -2.65 -0.10 0.20
C -1.40 -0.02 0.03
C -0.42 -0.96 -0.55
C 0.79 -0.05 0.07
C 2.14 -0.42 0.51
N 0.43 1.19 -0.65
C -0.28 0.81 0.59
H -3.27 0.57 0.74
H -3.13 -1.03 -0.22
H -0.72 -1.97 -0.15
H -0.19 -1.08 -1.66
H 2.75 0.43 0.62
H 2.80 -1.05 -0.26
H 2.09 -1.01 1.53
H 0.04 1.17 -1.61
H 1.14 1.91 -0.59
H -0.12 1.61 1.36
```

R | C6H10N | wB97M-V/def2-TZVPD

HOMO energy   -15.100 eV
Orbital gap   9.758 eV
Net charge   +1

Structure (XYZ):
```
17
C6H10N | OMol25 | wB97M-V/def2-TZVPD
C 5.70 0.28 0.07
C -0.05 -0.62 -0.18
C -1.07 0.16 -0.04
C 1.10 -1.40 -0.11
C -2.37 -0.59 0.21
C -1.26 1.65 -0.10
N 4.57 0.06 0.06
H 6.72 0.53 0.06
H 1.52 -1.60 0.88
H 1.80 -0.49 -0.07
H 1.28 -1.88 -1.07
H -2.66 -0.41 1.24
H -2.20 -1.58 0.01
H -3.19 0.09 -0.29
H -0.36 2.33 -0.29
H -1.74 1.89 0.75
H -1.81 2.00 -1.01
```

S | C6H10N | wB97M-V/def2-TZVPD

HOMO energy (spin up / spin down)   -14.165 / -14.165 eV
Orbital gap (spin up / spin down)   7.904 / 7.904 eV
Net charge   +1

Structure (XYZ):
```
17
C6H10N | OMol25 | wB97M-V/def2-TZVPD
C -2.26 -0.65 -1.62
C -1.32 0.18 -1.68
C -0.16 0.83 -1.41
C 0.40 0.26 0.00
C 1.24 1.35 0.69
C 0.65 -1.49 1.62
N 0.09 -0.83 0.47
H -3.01 -0.62 -2.30
H 0.59 0.70 -2.13
H -0.31 1.97 -1.34
H 0.83 1.37 1.83
H 0.98 2.24 0.29
H 2.28 1.07 0.84
H -0.23 -1.82 2.09
H 1.16 -2.36 1.21
H 1.26 -0.88 2.24
H -2.21 -1.32 -0.83
```

Last place for stability: S

P | C6H10N | wB97M-V/def2-TZVPD

HOMO energy   -14.053 eV
Orbital gap   9.457 eV
Net charge   +1

Structure (XYZ):
```
17
C6H10N | OMol25 | wB97M-V/def2-TZVPD
C 1.36 1.24 0.35
N 1.45 0.02 0.10
C 2.73 -0.48 -0.43
C 0.54 -0.99 0.33
C -0.78 -0.66 0.17
C -1.86 -0.21 -0.37
C -3.23 0.19 0.12
H 0.36 1.67 0.73
H 2.24 1.94 0.10
H 2.48 -1.15 -1.23
H 3.08 -1.10 0.39
H 3.42 0.33 -0.78
H 1.10 -1.84 0.25
H -1.62 -0.49 -1.38
H -3.73 -0.62 0.76
H -3.09 1.00 0.77
H -3.84 0.56 -0.70
```

Q | C6H10N | wB97M-V/def2-TZVPD

HOMO energy (spin up / spin down)   -15.134 / -15.134 eV
Orbital gap (spin up / spin down)   8.721 / 8.721 eV
Net charge   +1

Structure (XYZ):
```
17
C6H10N | OMol25 | wB97M-V/def2-TZVPD
C -1.97 -1.07 -0.01
C -2.06 0.76 -0.67
C -0.74 -0.17 -0.69
C 0.36 0.02 0.24
C 1.35 -1.08 0.27
C 0.79 1.09 1.05
N -2.90 -0.17 0.00
H -1.97 -2.12 0.34
H -1.99 1.77 -0.07
H -2.39 0.82 -1.70
H -0.51 -0.55 -1.64
H 1.77 -1.28 1.24
H 2.24 -0.83 -0.38
H 0.91 -2.07 0.09
H 1.14 0.61 2.03
H 0.13 1.79 1.41
H 1.80 1.45 0.71
```

R | C6H10N | wB97M-V/def2-TZVPD

HOMO energy (spin up / spin down)   -13.025 / -13.024 eV
Orbital gap (spin up / spin down)   7.652 / 7.652 eV
Net charge   +1

Structure (XYZ):
```
17
C6H10N | OMol25 | wB97M-V/def2-TZVPD
C 0.00 -0.25 2.70
N -0.59 -0.06 1.60
C -1.91 0.03 0.93
C -0.55 0.17 0.32
C 0.36 0.07 -0.96
C 1.80 -0.17 -0.77
C -0.21 0.33 -2.23
H -0.56 -0.61 3.49
H 1.07 -0.04 2.80
H -2.50 0.96 1.05
H -2.42 -0.87 0.87
H 2.22 0.60 -0.21
H 2.22 -0.96 -0.15
H 2.33 -0.27 -1.80
H -0.44 -0.64 -2.72
H -1.18 0.73 -2.05
H 0.36 0.97 -2.88
```

Last place for stability: R